[1]
This record from the OMol25 dataset describes a molecular structure, C55H48N6OP2RhSSe2Si. The level of theory is wB97M-V/def2-TZVPD.

## Properties
E_tot = -239789.979 eV
HOMO = -9.88 eV
energy relative to the best compared isomer or geometry (same formula, charge and spin) = 133.0 kJ/mol
net charge = +1

CARTESIAN COORDINATES (ANGSTROEM)
Rh1 -0.06079 -0.86630 0.30438
Se1 0.70573 5.92930 2.13118
P1 1.33955 5.05987 0.32652
C1 3.08597 5.42790 0.04521
C2 4.02854 4.84613 0.89252
C3 5.36464 5.17708 0.76196
C4 5.76180 6.09915 -0.20020
C5 4.82302 6.69098 -1.02838
C6 3.47866 6.36053 -0.90659
C7 0.43977 5.60946 -1.14769
C8 -0.57725 6.54719 -1.03947
C9 -1.24140 6.97602 -2.18345
C10 -0.88341 6.47007 -3.42393
C11 0.14085 5.53572 -3.53188
C12 0.80145 5.09801 -2.39610
C13 1.23506 3.24750 0.21751
C14 0.24111 2.29900 0.39491
N1 0.78376 1.10722 0.00031
N2 2.02946 1.31873 -0.37979
N3 2.31395 2.58386 -0.26551
P2 -1.48349 2.26039 0.75271
Se2 -1.82287 0.28039 1.57326
C15 -2.25307 2.59009 -0.85036
C16 -1.53913 2.22752 -1.99582
C17 -1.94614 2.68140 -3.23891
C18 -3.06328 3.49873 -3.34647
C19 -3.83658 3.76605 -2.22836
C20 -3.44656 3.29994 -0.98248
C21 -1.87880 3.48469 2.00030
C22 -1.32572 3.21580 3.25714
C23 -1.59583 4.04953 4.32501
C24 -2.42823 5.14668 4.14918
C25 -2.94942 5.43312 2.89785
C26 -2.67204 4.61459 1.81605
H1 3.70950 4.14077 1.64902
H2 6.09898 4.72555 1.41599
H3 6.80763 6.35914 -0.29901
H4 5.13171 7.41776 -1.76819
H5 2.74590 6.83020 -1.54947
H6 -0.82442 6.94816 -0.06313
H7 -2.02521 7.71838 -2.10520
H8 -1.39798 6.81019 -4.31393
H9 0.43294 5.16147 -4.50508
H10 1.61196 4.38095 -2.47054
H11 -0.65964 1.60285 -1.91428
H12 -1.37286 2.41835 -4.11830
H13 -3.33773 3.91342 -4.30751
H14 -4.74185 4.35025 -2.32602
H15 -4.07627 3.47809 -0.12332
H16 -0.68009 2.35690 3.39002
H17 -1.15932 3.84231 5.29247
H18 -2.66973 5.78129 4.99164
H19 -3.57507 6.30460 2.75945
H20 -3.05188 4.87807 0.84261
N4 7.36384 -0.60394 1.00843
C27 6.22033 -0.69851 0.98799
C28 4.78615 -0.83029 0.94056
C29 4.02329 -0.74779 2.10030
C30 2.65820 -0.90284 1.99876
N5 2.04744 -1.10628 0.83033
C31 2.77797 -1.16262 -0.28791
C32 4.15376 -1.04674 -0.27333
H21 4.48569 -0.57467 3.06080
H22 2.03245 -0.87154 2.88084
H23 2.24587 -1.33276 -1.20994
H24 4.71611 -1.11313 -1.19273
C33 2.39934 -4.89294 -1.64140
C34 1.92044 -5.20250 -0.22053
C35 1.68812 -6.69945 -0.03119
C36 2.89516 -4.63924 0.81786
Si1 0.25909 -4.23723 0.01662
O1 0.53111 -2.69821 -0.47336
C37 -1.00705 -5.07827 -1.09263
C38 -1.05694 -4.69528 -2.43706
C39 -2.01694 -5.21258 -3.29737
C40 -2.93826 -6.13952 -2.83041
C41 -2.90930 -6.52627 -1.49752
C42 -1.96126 -5.99207 -0.63520
C43 -0.14197 -4.37546 1.86754
C44 -0.39842 -5.58650 2.51936
C45 -0.67485 -5.63516 3.87989
C46 -0.70032 -4.47034 4.63265
C47 -0.45930 -3.25314 4.01330
C48 -0.17837 -3.22136 2.65414
H25 3.37285 -5.36715 -1.81682
H26 2.52037 -3.81761 -1.79285
H27 1.70730 -5.27964 -2.39255
H28 2.59932 -7.24685 -0.30137
H29 0.88602 -7.07127 -0.67238
H30 1.46243 -6.94787 1.00617
H31 3.86889 -5.13706 0.72922
H32 2.53775 -4.79205 1.83815
H33 3.05483 -3.57012 0.66122
H34 -0.33508 -3.97443 -2.80807
H35 -2.04808 -4.88987 -4.33124
H36 -3.67813 -6.55398 -3.50359
H37 -3.62299 -7.25283 -1.12843
H38 -1.96824 -6.29305 0.40591
H39 -0.37799 -6.51484 1.96296
H40 -0.86202 -6.59041 4.35353
H41 -0.89563 -4.51252 5.69623
H42 -0.48027 -2.33355 4.58640
H43 0.02906 -2.25970 2.19139
S1 -3.10415 -1.87462 -3.03529
C49 -1.76424 -1.21649 -2.21664
N6 -1.70198 -1.46095 -0.94680
C50 -2.76784 -2.25478 -0.51847
C51 -3.00277 -2.73143 0.77072
C52 -4.12919 -3.48716 0.99982
C53 -5.03667 -3.76690 -0.03082
C54 -4.81131 -3.31350 -1.31118
C55 -3.65982 -2.56482 -1.54597
H44 -1.03635 -0.61943 -2.74568
H45 -2.30621 -2.51004 1.56566
H46 -4.32126 -3.86350 1.99596
H47 -5.92214 -4.34936 0.18427
H48 -5.50374 -3.52064 -2.11598


[2]
This record from the OMol25 dataset describes a molecular structure, C55H49F12N10O3P2RbS. The level of theory is wB97M-V/def2-TZVPD.

## Properties
E_tot = -141555.873 eV
HOMO = -0.97 eV
energy relative to the best compared isomer or geometry (same formula, charge and spin) = 0.0 kJ/mol
net charge = -2

CARTESIAN COORDINATES (ANGSTROEM)
Rb1 0.53353 -0.37859 0.37227
C1 0.99648 4.24457 6.62665
C2 0.94047 3.03842 5.71915
C3 1.18671 1.75061 6.18452
C4 1.20196 0.68174 5.31683
C5 0.98866 0.81571 3.91535
N1 1.05312 -0.26318 3.10007
C6 1.97196 -1.23658 3.30266
C7 3.25696 -0.90603 3.82482
C8 4.24377 -1.83717 4.04742
C9 4.01472 -3.18399 3.78525
C10 5.06411 -4.22855 4.08129
C11 2.78269 -3.52636 3.24151
C12 1.77210 -2.61294 2.95326
C13 0.54745 -3.06536 2.11700
O1 0.63689 -2.72593 0.83178
C14 -0.79293 -2.45540 2.76377
F1 -1.86857 -3.30027 2.80664
F2 -1.23049 -1.41276 2.04043
F3 -0.66844 -2.06744 4.05044
C15 0.31396 -4.62627 2.21576
F4 -0.74562 -5.03426 1.49088
F5 0.12854 -5.08032 3.48926
F6 1.35041 -5.34459 1.71526
C16 0.62469 2.12456 3.46798
C17 0.64886 3.18417 4.36829
C18 0.26449 2.35955 1.98147
O2 -0.55508 1.48826 1.41814
C19 -0.41724 3.78051 1.77051
F7 -1.45056 3.95402 2.63286
F8 0.36330 4.89229 1.89020
F9 -0.95724 3.86175 0.53348
C20 1.65903 2.49344 1.22656
F10 1.53768 2.98319 -0.03794
F11 2.52558 3.33178 1.85114
F12 2.31690 1.32521 1.10151
H1 1.31064 3.95486 7.63113
H2 0.02096 4.73549 6.69952
H3 1.71011 4.98161 6.24795
H4 1.37275 1.59021 7.24388
H5 1.39580 -0.31410 5.69508
H6 3.45051 0.13981 4.02527
H7 5.21105 -1.52285 4.43373
H8 6.05984 -3.77963 4.06872
H9 5.04133 -5.03264 3.34199
H10 4.91255 -4.67940 5.06858
H11 2.63796 -4.57630 3.03494
H12 0.43629 4.18862 4.02642
C21 3.73436 0.72618 -4.82655
N2 3.75377 0.24412 -3.46166
C22 2.74973 0.10563 -2.57580
N3 3.22090 -0.34555 -1.43828
C23 4.54880 -0.45375 -1.66828
N4 4.92233 -0.10836 -2.88514
C24 3.04222 -0.21704 -5.78281
C25 3.69541 -1.33190 -6.29918
C26 3.04956 -2.15454 -7.21204
C27 1.75999 -1.87739 -7.63019
C28 1.09096 -0.77714 -7.09950
C29 1.73986 0.04060 -6.17191
C30 -0.27076 -0.45726 -7.47854
N5 -0.99050 -0.86966 -8.47470
N6 -2.20919 -0.24980 -8.37041
C31 -2.16240 0.50528 -7.31787
O3 -0.95572 0.41881 -6.71239
C32 -3.17341 1.34669 -6.70735
C33 -4.40077 1.60645 -7.31016
C34 -5.31450 2.40905 -6.64900
C35 -5.03098 2.94058 -5.39755
C36 -3.80953 2.67705 -4.78376
C37 -3.49326 3.21273 -3.39982
N7 -2.19314 2.80172 -2.94328
C38 -1.85736 1.64990 -2.33822
N8 -0.55462 1.56928 -2.22142
C39 -0.12262 2.72938 -2.77744
N9 -1.07965 3.49899 -3.25223
C40 -2.89091 1.89157 -5.45356
H13 4.77703 0.85356 -5.10762
H14 3.24388 1.70036 -4.85635
H15 1.70455 0.29695 -2.78542
H16 5.25146 -0.80657 -0.93096
H17 4.70591 -1.55674 -5.97994
H18 3.55941 -3.02813 -7.59782
H19 1.25178 -2.50383 -8.35107
H20 1.21125 0.89373 -5.76305
H21 -4.61751 1.17519 -8.27851
H22 -6.27059 2.62185 -7.11113
H23 -5.76790 3.55179 -4.88943
H24 -4.22859 2.84282 -2.68356
H25 -3.52087 4.30204 -3.40503
H26 -2.58487 0.93349 -1.99179
H27 0.91821 3.00939 -2.81678
H28 -1.93226 1.67680 -5.00363
C41 -2.95222 -2.22459 -1.60788
P1 -1.09780 -2.14795 -1.64446
C42 -0.90607 -1.90138 -3.47959
C43 -0.70177 -3.94357 -1.59724
C44 -1.64379 -4.96408 -1.68536
C45 -1.25781 -6.29475 -1.59719
C46 0.07866 -6.62026 -1.43042
C47 1.02695 -5.61034 -1.35696
C48 0.64969 -4.27568 -1.42467
P2 1.80021 -2.84925 -1.32155
C49 3.20554 -3.46827 -0.28780
C50 2.61943 -3.25850 -2.98419
H29 -3.37704 -2.74252 -2.47240
H30 -3.35064 -1.20898 -1.58108
H31 -3.26060 -2.72349 -0.68729
H32 -1.34838 -2.72560 -4.04388
H33 0.15577 -1.83073 -3.71972
H34 -1.39087 -0.96204 -3.76011
H35 -2.69315 -4.73086 -1.81478
H36 -2.00759 -7.07665 -1.64623
H37 0.37923 -7.65784 -1.33593
H38 2.07306 -5.86575 -1.22678
H39 4.04104 -3.82963 -0.89057
H40 2.84764 -4.25110 0.37318
H41 3.53873 -2.64199 0.34343
H42 2.93544 -4.30460 -3.01360
H43 3.50366 -2.62705 -3.12333
H44 1.94234 -3.08445 -3.82472
S1 -4.87168 1.17931 -0.62210
C51 -4.43166 0.58612 0.89322
N10 -3.25127 0.91518 1.49426
C52 -2.93152 0.55950 2.75546
C53 -3.77916 -0.19083 3.51484
C54 -4.97227 -0.63065 2.92329
C55 -5.29406 -0.24674 1.64962
H45 -2.48498 1.39101 0.99154
H46 -1.94940 0.87748 3.07964
H47 -3.50203 -0.47527 4.51823
H48 -5.63459 -1.28850 3.47365
H49 -6.21141 -0.56522 1.17821